No. 1
A structure of composition C19H50Cl2N2O17P3V in a non-equilibrium geometry, computed with ωB97M-V/def2-TZVPD.

```
94
Properties=species:S:1:pos:R:3:forces:R:3:mulliken_charge:R:1
O -22.0002 5.2219 -3.9815 1.5 1.4 1.2 -0.2836
V -21.3320 6.4585 -3.1455 -4.0 -1.5 -0.3 0.5838
O -20.7506 5.8428 -1.8259 0.4 -0.2 0.2 0.0166
C -25.4830 6.1372 -2.6322 -0.6 -0.1 0.6 -0.4962
C -24.4979 6.7939 -1.6974 0.3 -1.6 0.7 -0.4442
O -23.3252 7.0689 -2.2938 3.4 1.4 -1.9 -0.5941
H -26.3359 5.7507 -2.0743 -0.4 0.4 0.1 0.4808
H -25.0872 5.2222 -3.0729 0.4 0.5 -0.5 -0.2060
H -25.8046 6.9319 -3.3054 -0.2 -0.5 -0.6 0.1568
H -24.3327 6.1125 -0.8628 0.0 -0.5 0.6 0.0133
H -24.9517 7.6574 -1.2110 -0.2 0.6 -0.1 0.2513
C -21.0922 2.2153 -2.0469 -0.9 0.2 0.2 -0.6461
C -20.9490 0.8070 -2.6254 1.0 2.0 0.0 0.6235
O -19.8169 0.3740 -2.7488 -0.2 -0.9 0.1 -0.6550
N -22.0691 0.1528 -3.0217 0.5 -1.1 0.2 -0.1062
C -22.0044 -1.2975 -3.2757 -0.7 0.4 -0.8 -0.8149
H -21.0508 3.0418 -2.7563 0.3 -0.3 -0.5 0.0429
H -20.3337 2.4052 -1.2875 0.1 -0.3 -0.2 0.2939
H -22.0561 2.3742 -1.5633 -0.2 -0.2 0.1 0.2613
H -22.9403 0.6546 -3.1185 0.3 -0.2 0.4 0.1674
H -22.4504 -1.9028 -2.4866 0.0 0.2 0.2 0.2984
H -20.9939 -1.6656 -3.4528 0.0 0.6 0.1 0.3381
H -22.5789 -1.4709 -4.1856 0.0 -0.3 -0.1 0.1872
C -24.5250 3.8281 -5.3425 -0.2 0.3 -0.6 0.1719
C -24.5222 2.6856 -6.3347 0.7 1.1 -1.5 0.3791
O -24.5363 2.8675 -7.5421 -0.5 0.5 -0.6 -0.7182
N -24.2870 1.4827 -5.8676 0.0 -2.9 1.6 -0.1110
C -24.1595 0.1749 -6.6178 -0.1 1.8 0.7 -0.9029
H -25.5232 4.1989 -5.1093 -0.2 -0.4 0.2 0.4705
H -24.0897 4.6461 -5.9164 0.3 0.0 0.3 -0.4602
H -23.9433 3.6345 -4.4413 -0.1 0.1 -0.1 -0.0771
H -24.2829 1.4640 -4.8578 0.1 -0.6 -0.2 0.1950
H -25.0004 0.0243 -7.2948 -0.1 0.1 0.2 0.3131
H -24.1253 -0.5863 -5.8384 0.0 -0.1 -0.3 0.2936
H -23.2483 0.1890 -7.2159 0.0 -0.1 0.1 0.2796
C -15.3737 5.2203 -3.8646 1.1 -1.0 0.8 -0.9026
O -16.8151 5.1112 -3.8224 -0.2 0.8 -0.3 -0.2332
P -17.7038 6.4434 -3.9439 0.6 1.0 1.3 -0.1699
O -19.1737 6.2499 -4.0356 1.2 0.0 0.0 0.1310
O -17.2050 7.3769 -2.6467 -0.3 -1.2 -2.2 -0.3366
C -17.7580 7.2126 -1.3028 -1.2 -0.1 -0.4 -0.2219
O -17.0449 7.1421 -5.2594 -0.7 1.0 3.3 -0.2843
C -16.9633 6.4525 -6.4633 0.7 -1.0 -0.8 -0.8122
H -14.8695 6.1817 -3.7668 -1.0 0.5 -0.1 0.3571
H -14.9058 4.7247 -4.7152 -0.8 0.0 -0.5 0.3196
H -14.9856 4.6415 -3.0264 -0.3 0.0 0.2 0.3148
H -18.4755 8.0163 -1.1379 0.3 0.1 0.0 -0.0969
H -16.9967 7.2272 -0.5228 0.3 0.0 -0.5 0.3890
H -18.3691 6.3149 -1.2092 0.3 -0.2 -0.2 0.1226
H -17.3881 5.4521 -6.3810 -0.8 0.2 -0.4 0.3547
H -15.9218 6.2007 -6.6634 0.3 0.5 -0.1 0.2552
H -17.3392 7.1268 -7.2328 -0.3 -0.6 -0.1 0.3115
C -21.5007 5.8588 -7.8972 1.0 -1.0 -1.0 -0.4768
O -21.3342 7.2584 -7.6969 -0.4 1.3 0.2 -0.2942
P -22.0591 8.0105 -6.5198 -1.1 -1.6 1.1 -0.9250
O -21.6071 7.5607 -5.1633 -0.7 1.6 -1.9 2.0685
O -21.8448 9.5731 -6.8071 0.1 -2.2 2.2 -0.3427
C -22.3305 10.0495 -8.0028 1.1 1.3 -2.9 -0.9335
O -23.6239 7.6913 -6.9249 1.4 0.6 1.2 -0.2943
C -24.5633 7.6130 -5.8352 -0.8 -0.1 1.0 0.0453
H -20.4834 5.4705 -7.8475 -0.1 -0.4 0.4 0.2731
H -21.7837 5.6846 -8.9353 -0.4 0.3 0.1 0.2803
H -22.1760 5.3029 -7.2468 0.0 0.5 0.3 0.1070
H -23.1614 10.7520 -7.9386 -0.1 -0.4 0.3 0.2601
H -22.4374 9.2972 -8.7843 -0.8 -0.4 0.4 0.3591
H -21.4715 10.5635 -8.4341 -0.1 0.7 0.0 0.3069
H -25.5009 8.1446 -5.9978 0.2 0.2 -0.9 0.4464
H -24.2067 8.0260 -4.8917 0.6 -0.2 0.0 -0.1799
H -24.8614 6.5847 -5.6307 0.4 0.0 -0.2 -0.1056
C -22.5501 10.8230 -3.3574 -1.3 0.8 -2.5 -0.4537
O -21.2547 11.1152 -2.8883 2.1 -1.9 1.6 -0.3599
P -20.2067 9.9322 -2.4491 -0.8 -1.3 -0.5 -0.4284
O -20.6401 8.5246 -2.7749 0.2 2.2 0.9 1.5525
O -18.8357 10.2136 -3.2031 -0.9 0.9 0.9 -0.3389
C -18.8144 10.1612 -4.6534 0.9 0.5 0.6 -0.4070
O -19.9001 10.1774 -0.8940 0.0 -0.1 -0.8 -0.2563
C -19.3350 11.4115 -0.4291 0.5 1.2 -0.1 -0.8064
H -23.3710 11.3313 -2.8517 0.5 -0.1 0.8 0.3573
H -22.8539 9.8055 -3.6035 0.7 -0.4 0.9 -0.0038
H -22.5105 11.3012 -4.3361 -0.5 0.1 -0.3 0.2517
H -19.8269 10.0580 -5.0438 0.3 -0.5 -0.3 0.2100
H -18.0456 9.4135 -4.8484 -0.8 -0.5 -0.6 0.1055
H -18.3690 11.0899 -5.0101 -0.3 0.2 0.1 0.2980
H -18.3826 11.2975 0.0887 0.1 -0.7 -0.4 0.3006
H -19.9192 11.9675 0.3042 -0.8 -0.6 -0.2 0.2744
H -19.1824 12.1026 -1.2581 0.1 -0.1 -0.1 0.3166
Cl -23.7630 5.2140 2.5590 0.1 -0.1 0.3 -0.1999
C -22.0225 5.3536 2.1865 0.3 0.8 0.5 -0.4036
C -21.6660 4.5588 0.9919 0.1 -0.8 -1.4 0.3951
Cl -21.5225 2.8192 1.3956 -0.1 -0.3 0.3 -0.2111
H -21.3967 5.0590 3.0289 -0.4 -0.2 0.2 0.3994
H -21.8396 6.4192 2.0482 0.0 -0.1 -0.3 0.2731
H -20.7175 4.7946 0.5094 0.0 0.4 0.4 -0.1356
H -22.4104 4.6122 0.1975 0.0 0.2 0.2 -0.1247
```
Positions in Å, forces in eV/Å.

total charge	0
LUMO level	0.3	eV
HOMO energy	-7.29	eV
2S+1	1
E_tot	-5031.22748	a.u.


No. 2
A structure of composition C19H50F3HfN4O9S in a non-equilibrium geometry, computed with ωB97M-V/def2-TZVPD.

```
87
Properties=species:S:1:pos:R:3:forces:R:3:mulliken_charge:R:1
Hf -0.7947 3.2193 2.1310 -0.4 -7.6 -3.7 1.2193
C -1.5203 -1.4901 0.4468 -0.9 0.9 0.5 0.3480
F -2.8199 -1.4074 0.2345 -0.4 0.7 -0.3 -0.2526
F -1.3883 -1.7870 1.7341 0.8 -0.6 0.3 -0.2650
F -1.0264 -2.3480 -0.3827 0.9 -0.4 0.2 -0.1178
S -0.6732 0.1672 0.1631 1.6 -0.3 -3.1 1.7178
O 0.7531 -0.0212 0.3069 -0.9 -0.2 0.4 -0.8171
O -1.0982 0.5649 -1.1564 -0.4 0.1 0.5 -0.6852
O -1.1926 1.1468 1.1691 -0.3 2.0 2.5 -0.2256
C 4.8393 -1.8001 2.6576 1.0 1.0 -0.6 -1.6630
C 4.0127 -1.0027 1.6434 -0.9 -1.7 0.3 0.4806
C 3.8979 -1.7738 0.3115 0.4 0.1 0.2 -0.5789
O 3.0977 -2.9200 0.5205 0.0 0.5 0.2 -0.3617
C 2.8632 -3.6238 -0.6569 -0.6 -0.7 -1.5 -0.8093
N 2.6276 -0.8829 2.2137 0.2 0.4 0.0 -0.4053
H 5.8429 -1.9062 2.2357 0.0 -0.2 0.2 0.4192
H 4.4475 -2.7909 2.8699 -0.2 0.0 -0.1 0.4036
H 4.9704 -1.2114 3.5662 -0.2 -0.2 0.2 0.4319
H 4.4556 -0.0244 1.4498 0.0 0.0 0.1 0.0188
H 4.8799 -2.0854 -0.0561 0.1 0.1 0.1 0.6636
H 3.4654 -1.1203 -0.4584 -0.3 0.0 -0.1 0.1219
H 3.7419 -4.0635 -1.1427 0.3 0.1 0.5 0.3729
H 2.4021 -3.0222 -1.4591 0.0 0.4 0.3 0.2443
H 2.1467 -4.4294 -0.4901 0.2 0.0 0.4 0.2899
H 2.5633 -1.6411 2.8866 0.1 0.2 0.2 0.3901
H 1.9983 -1.2195 1.4962 -0.1 0.2 -0.1 -0.0117
C 3.7168 3.5698 1.4081 1.2 0.0 0.4 -1.8262
C 2.4638 3.2753 0.6269 -0.5 0.5 -0.6 0.6032
C 2.7380 2.5320 -0.6684 0.6 -0.8 0.8 -0.6953
O 1.5404 2.3647 -1.3753 0.1 0.4 -0.3 0.1016
C 1.8074 2.0009 -2.7321 -0.4 0.3 -1.0 -0.9892
N 1.4150 2.4487 1.5083 1.7 1.3 -0.8 0.1085
H 4.4210 4.1180 0.7752 -0.5 0.6 0.1 0.4702
H 4.4147 2.7693 1.6903 -0.8 -0.7 -0.1 0.3957
H 3.5211 4.1120 2.3345 0.0 0.3 -0.2 0.4793
H 2.0265 4.2452 0.3677 -0.2 -0.1 0.1 0.0416
H 3.2044 1.5567 -0.4399 -0.4 -0.2 0.2 0.0948
H 3.5647 3.0048 -1.2104 -0.5 0.6 -0.3 0.6651
H 0.8797 1.9266 -3.3019 -0.2 -0.3 0.5 0.2663
H 2.3449 1.0586 -2.8274 0.1 0.0 0.2 0.3307
H 2.3239 2.8111 -3.2556 0.4 -0.1 0.3 0.3881
H 2.2066 2.1510 2.1030 -1.3 -0.3 1.3 0.4487
H 1.3847 1.5773 0.9410 -1.2 -0.2 0.2 -0.0931
C -1.1775 -3.1447 -3.4985 0.3 0.3 0.0 -1.2625
C -1.3564 -4.5621 -2.9436 1.0 0.5 0.4 0.6888
C -2.6723 -5.1798 -3.4226 -0.7 0.2 1.2 -0.8231
O -3.8397 -4.4623 -3.0168 0.1 0.2 -0.5 -0.3669
C -3.9106 -4.0969 -1.6686 0.2 -0.1 -0.2 -0.3830
N -0.2483 -5.4243 -3.3693 0.2 0.4 0.1 -0.6324
H -1.3020 -3.2427 -4.5777 -0.5 0.7 0.0 0.4370
H -0.2338 -2.5936 -3.3719 0.6 -1.1 0.2 0.3752
H -1.7799 -2.3986 -2.9736 -1.0 -0.4 -0.7 0.2224
H -1.3262 -4.5248 -1.8462 -0.4 0.0 0.0 0.0857
H -2.7621 -6.1619 -2.9492 0.3 -0.3 -0.4 0.3427
H -2.7266 -5.2095 -4.5059 0.2 -0.3 0.0 0.3700
H -4.9218 -3.7297 -1.5025 0.1 0.1 0.1 0.3308
H -3.1643 -3.3162 -1.4792 -0.2 0.1 0.3 -0.1121
H -3.7194 -4.9291 -0.9790 0.0 -0.1 -0.1 0.3218
H -0.0096 -6.0924 -2.6432 -0.2 -0.2 -0.2 0.2870
H 0.5743 -4.8375 -3.4690 0.0 -0.2 -0.3 0.2549
C -1.9212 4.3929 -2.2760 0.3 -0.8 0.6 -1.3532
C -2.1257 4.0697 -0.7720 -0.2 0.8 -1.5 -0.0405
C -3.2731 3.1166 -0.5659 0.7 1.8 0.3 -0.6743
O -3.2251 2.8448 0.8412 0.1 0.3 0.5 -0.1135
C -4.2230 1.8951 1.2101 -0.9 -0.5 0.3 -0.6333
N -0.8418 3.5263 -0.2540 0.4 0.7 0.9 0.3125
H -2.7696 4.9237 -2.6981 0.1 0.1 0.0 0.4241
H -1.7781 3.4424 -2.7989 -0.2 0.1 -0.2 0.3407
H -0.9873 4.9420 -2.4131 -0.3 0.4 -0.1 0.4373
H -2.3467 5.0210 -0.2739 0.1 -0.1 0.3 0.2955
H -3.2103 2.2424 -1.2120 -0.1 -0.3 0.3 0.3557
H -4.1285 3.7639 -0.7807 -0.4 -0.7 -0.1 0.5949
H -4.3309 1.8562 2.2963 -0.4 -0.3 -1.0 0.1035
H -3.9603 0.9065 0.8307 0.0 0.0 0.1 0.1841
H -5.2231 2.1783 0.8737 0.3 0.2 -0.5 0.4684
H -0.1507 4.1759 -0.6461 0.3 0.0 0.5 0.3978
H -0.6351 2.7044 -0.8467 0.1 -0.5 0.7 -0.1821
C -1.0422 0.4462 3.9930 0.0 0.1 -1.2 -0.2395
C -2.4819 0.9543 4.0199 0.4 -1.5 2.2 -0.4250
O -2.6388 2.1456 3.2500 1.7 1.0 0.4 -0.7034
O -0.1175 1.5661 3.6937 -0.8 0.8 0.4 -0.5895
H -0.8789 -0.2481 3.1731 -0.1 0.0 0.2 -0.1490
H -0.6897 -0.0340 4.9035 -0.4 0.2 0.2 0.7108
H -2.8419 1.1379 5.0387 0.5 0.5 0.0 0.5129
H -3.1138 0.0965 3.7643 -0.1 0.4 -1.1 0.3396
H -3.5639 2.4221 3.3791 0.6 0.6 0.0 0.4200
H 0.6098 1.3687 4.3088 0.5 0.7 -0.5 0.3502
```
Positions in Å, forces in eV/Å.

total charge	+3
LUMO level	-12.8	eV
HOMO energy	-14.23	eV
energy relative to the best compared isomer or geometry (same formula, charge and spin)	153.4	kcal per mole
2S+1	1
E_tot	-2394.74680	a.u.


Question: Look up the total charge of the first one.
Answer: 0